Computed, not measured: CH2Br2CrF5N2O6Te as an isolated structure, with ωB97M-V with the def2-TZVPD basis set.

Structure (XYZ):
```
20
Properties=species:S:1:pos:R:3:forces:R:3:mulliken_charge:R:1
Cr -0.53658 0.83483 0.02164 -0.249 0.138 -0.618 0.474
Br 0.00347 0.80114 2.52965 0.077 0.085 0.135 0.073
C 1.84197 0.12368 2.41567 0.025 -0.022 0.061 -0.282
Br 3.01904 1.34912 1.56055 -0.006 0.020 -0.001 -0.040
H 1.78299 -0.79894 1.85254 -0.008 0.007 -0.023 0.115
H 2.14530 -0.01350 3.44536 -0.008 -0.038 -0.011 0.384
O -0.34982 -0.55742 -3.54773 0.009 0.066 0.028 -0.427
N -0.46746 -0.39674 -2.38861 0.022 -0.087 -0.117 0.680
O -0.74362 0.77234 -1.92993 0.002 0.130 0.148 -0.230
F -1.66616 -2.56453 -2.11521 0.015 0.097 0.109 -0.408
Te -0.47685 -2.08751 -0.74576 -0.045 0.242 0.530 1.887
F 0.85433 -2.81464 -1.79302 -0.129 -0.022 0.083 -0.335
F 0.68405 -2.47655 0.69163 -0.023 -0.029 -0.065 -0.416
F -1.34881 -3.52300 0.04587 0.101 -0.035 -0.152 -0.367
F 0.91475 -0.36554 -0.40613 0.092 -0.070 0.048 -0.553
O -1.45852 -0.76399 0.14659 -0.023 -0.467 -0.264 -0.550
O -1.31018 4.34207 0.04131 -0.041 -0.005 -0.012 -0.547
N -1.06917 3.18820 0.05122 0.154 0.106 0.089 1.448
O 0.08532 2.68485 -0.24786 0.054 0.101 -0.029 -0.423
O -1.90405 2.26614 0.37225 -0.021 -0.216 0.060 -0.484
```
Forces are in eV/Å.

Summary:
E_LUMO (alpha / beta) = -0.090 / -0.080 Eh
<S²> = 0.76
Multiplicity = 2
Relative energy (zero: lowest compared OMol25 entry of this formula, charge and spin) = 17.6 kcal per mole
Energy = -205715.10747 eV



Computed, not measured: C33H52N8O2OsP2 as an isolated structure in a non-equilibrium geometry, with ωB97M-V with the def2-TZVPD basis set.

Structure (XYZ):
```
98
Properties=species:S:1:pos:R:3:forces:R:3:mulliken_charge:R:1
Os -0.10726 1.00278 -0.13665 0.256 -0.295 -0.994 2.087
C -3.78636 -1.46402 -1.28325 0.092 0.259 -0.002 -1.506
C -2.70866 -1.58522 -2.35495 0.226 0.054 0.072 0.298
C -2.87296 -2.90662 -3.09805 0.111 0.175 -0.106 -1.549
P -1.02206 -1.31582 -1.56805 0.058 -0.231 -0.623 0.805
C 0.27054 -1.59352 -2.92405 -0.136 0.041 0.401 2.076
C -0.14526 -0.78822 -4.15395 0.050 0.065 0.190 -1.710
C 0.71164 -3.00492 -3.29235 0.029 0.160 0.136 -1.740
C -0.95076 -2.71662 -0.39565 0.105 0.370 -0.139 1.254
C -0.89746 -4.05702 -0.73755 -0.056 0.168 -0.025 -0.870
C -0.92316 -5.04922 0.23415 -0.046 -0.045 0.074 -1.170
C -1.01556 -4.70682 1.57995 -0.059 -0.009 -0.005 -1.112
C -1.07056 -3.38682 1.95255 -0.029 0.064 0.140 -0.926
C -1.02416 -2.35192 0.98125 0.081 -0.558 0.002 -1.109
N -0.85296 -1.06732 1.31225 -0.172 0.190 -0.868 1.238
C -0.90846 -0.60732 2.58785 0.106 0.326 1.550 -1.432
C -1.97826 -0.82792 3.46615 0.223 0.024 -0.441 0.582
C -1.93756 -0.29072 4.73565 0.049 0.116 0.148 -1.023
C -0.84096 0.45358 5.15165 -0.050 0.002 0.014 -0.974
C 0.22054 0.69628 4.28735 -0.002 -0.100 0.005 -0.719
C 0.19324 0.18108 3.00605 -0.200 -0.305 -0.289 -0.449
P 1.39824 0.40808 1.66485 0.182 -0.372 0.938 0.148
C 2.69414 1.61028 2.27645 -0.222 -0.048 -0.258 1.033
C 3.34504 2.29298 1.07525 -0.270 0.103 0.071 -1.330
C 3.73864 1.05308 3.23625 -0.182 -0.029 -0.038 -1.752
C 2.16424 -1.31282 1.53575 -0.158 0.294 -0.173 2.426
C 2.61234 -1.91282 2.86965 -0.117 0.041 -0.044 -1.733
C 3.26154 -1.37442 0.47665 -0.151 0.051 0.134 -1.240
H -4.76976 -1.50942 -1.74665 -0.079 -0.077 -0.064 0.538
H -3.71066 -0.53112 -0.73485 -0.043 -0.065 0.001 0.309
H -3.71316 -2.28432 -0.57135 -0.021 -0.136 0.066 0.275
H -2.81496 -0.75742 -3.06585 0.049 -0.005 0.061 0.758
H -2.85956 -3.74192 -2.40335 -0.032 -0.091 0.011 0.311
H -2.11396 -3.06132 -3.85995 0.018 -0.071 -0.077 0.291
H -3.84326 -2.90962 -3.59285 -0.067 -0.020 -0.023 0.491
H 1.14764 -1.09332 -2.49065 -0.131 -0.094 -0.041 -1.089
H -0.95266 -1.26742 -4.70125 -0.104 -0.042 -0.020 0.352
H 0.69724 -0.69252 -4.83705 0.088 0.019 -0.077 0.473
H -0.47646 0.21058 -3.86695 -0.066 0.137 -0.076 0.282
H -0.07586 -3.57682 -3.77205 -0.070 -0.112 -0.033 0.249
H 1.06484 -3.53872 -2.41495 0.063 -0.130 -0.008 0.487
H 1.54304 -2.94262 -3.99335 0.062 0.002 -0.094 0.480
H -0.83476 -4.35312 -1.76975 -0.027 -0.008 -0.082 0.625
H -0.87606 -6.08562 -0.06235 0.015 -0.096 -0.005 0.499
H -1.02996 -5.47972 2.33315 0.004 -0.050 0.070 0.476
H -1.09396 -3.11882 2.99805 0.029 -0.042 0.048 0.552
H -2.84096 -1.36892 3.10865 -0.116 -0.123 0.013 0.658
H -2.76666 -0.45272 5.40805 -0.052 -0.001 0.074 0.512
H -0.81836 0.85648 6.15135 0.013 0.061 0.116 0.480
H 1.05864 1.28568 4.62835 0.080 0.079 0.003 0.479
H 2.10334 2.36998 2.79625 0.007 -0.169 -0.110 0.775
H 3.95914 1.59818 0.50615 0.110 -0.098 -0.106 0.154
H 3.98584 3.10338 1.41175 0.107 0.073 0.052 0.574
H 2.57174 2.71528 0.43645 0.079 0.087 -0.106 0.124
H 4.44644 0.40128 2.73235 0.073 -0.125 -0.014 0.296
H 3.28624 0.51528 4.06435 0.053 -0.085 0.102 0.323
H 4.30444 1.88618 3.65015 0.032 0.071 0.010 0.491
H 1.33994 -1.92762 1.16365 0.095 0.180 0.061 -0.833
H 3.64224 -1.66192 3.10075 0.066 0.051 0.065 0.407
H 2.54454 -2.99812 2.81165 0.018 -0.076 -0.015 0.425
H 1.97504 -1.58652 3.69045 0.041 -0.065 0.091 0.353
H 4.06684 -0.67692 0.68505 0.165 0.094 -0.012 0.211
H 2.84324 -1.16792 -0.50745 0.062 -0.006 -0.232 0.057
H 3.69124 -2.37352 0.44805 0.027 -0.089 -0.047 0.538
C 2.79204 2.38708 -4.71735 0.010 0.284 -0.326 -1.292
N 2.72944 1.79278 -3.39345 -0.338 0.071 0.223 0.163
C 3.89304 1.04308 -2.95425 0.139 -0.199 0.214 -0.841
C 1.63884 1.85138 -2.60725 0.125 -0.266 -0.146 0.183
N 1.51094 1.13508 -1.52555 -0.207 -0.134 0.671 1.616
N 0.65084 2.72828 -3.01695 0.163 0.363 -0.140 -0.021
C -0.63916 2.87718 -2.54955 -0.123 -0.060 -0.279 0.434
N -1.34746 3.83198 -3.18175 0.068 -0.051 0.005 -0.398
N -1.12966 2.11538 -1.63195 -0.319 -0.037 0.530 -0.429
H 3.16714 3.41538 -4.68445 -0.066 -0.039 -0.020 0.333
H 1.82004 2.35518 -5.21175 0.082 -0.025 -0.010 0.459
H 3.48244 1.80588 -5.32715 -0.104 0.025 0.038 0.415
H 4.72294 1.26478 -3.61815 -0.014 0.013 0.029 0.394
H 3.71074 -0.03582 -2.98195 0.011 0.018 0.004 0.300
H 4.18574 1.33958 -1.94525 0.022 -0.013 -0.009 0.204
H 2.34894 0.60168 -1.31415 -0.219 0.137 -0.097 -1.381
H 0.94544 3.41508 -3.69735 -0.045 -0.147 0.117 0.324
H -0.94016 4.45198 -3.86115 -0.034 -0.067 -0.014 0.169
H -2.30026 4.01158 -2.91475 0.028 0.029 0.048 0.220
H -2.11436 2.27978 -1.43425 0.132 0.071 0.001 0.035
C -4.93846 2.21128 2.41315 -0.458 -0.242 -0.160 -0.948
N -3.50666 2.40558 2.33685 0.246 -0.299 -0.292 0.284
C -2.84376 3.27028 3.13435 0.645 0.364 0.136 -0.050
C -1.52226 3.51308 2.97825 -0.153 0.059 0.084 -1.341
C -0.82136 2.81488 1.94245 -0.010 0.260 0.031 0.807
O 0.36584 2.99408 1.61115 -0.046 0.392 0.131 -0.620
N -1.50146 1.86728 1.24435 0.789 -0.123 -0.331 -0.119
C -2.83636 1.68488 1.35215 -0.223 0.136 -0.060 -0.059
O -3.44496 0.94168 0.60095 -0.287 -0.168 -0.118 -0.725
H -5.36296 2.85278 3.17965 0.090 0.015 0.037 0.339
H -5.15336 1.16598 2.63655 -0.079 0.082 0.018 0.307
H -5.38636 2.44778 1.44675 -0.042 -0.020 0.127 0.303
H -3.43086 3.77418 3.88975 -0.051 -0.010 -0.018 0.387
H -0.99246 4.22648 3.58305 0.002 0.088 0.104 0.561
```
Forces are in eV/Å.

Summary:
E_LUMO (alpha / beta) = -0.165 / -0.254 Eh
<S²> = 6.06
Multiplicity = 5
Energy = -72114.59360 eV
Charge = +2



Computed, not measured: a 2-piece molecular cluster, CH7ISi2 overall in a non-equilibrium geometry, with ωB97M-V with the def2-TZVPD basis set.

Structure (XYZ):
```
11
Properties=species:S:1:pos:R:3:forces:R:3:mulliken_charge:R:1
C -0.36683 1.03539 0.42948 2.032 -2.355 -2.320 -1.047
Si -1.63107 -0.05215 -0.37588 -1.740 0.975 -1.846 0.337
Si 1.95615 -0.26370 0.01956 -2.293 0.216 0.152 0.290
I 1.57657 -2.71997 0.65969 0.076 1.223 -0.479 -0.073
H -0.39806 2.04695 0.16717 0.455 1.515 -1.044 0.394
H -0.12207 1.02490 1.42761 -0.076 -0.674 2.498 0.476
H -1.55811 -1.34614 0.22056 -0.085 -0.902 0.378 -0.132
H -3.04258 0.62793 -0.12968 1.244 -0.720 -0.145 -0.104
H -1.69596 -0.31240 -2.04748 0.561 0.595 2.384 -0.058
H 2.94784 0.08531 1.07985 -0.174 0.260 -0.529 -0.051
H 2.33412 -0.12612 -1.45090 -0.001 -0.132 0.950 -0.031
```
Forces are in eV/Å.

Summary:
E_LUMO = -0.021 Eh
Relative energy (zero: lowest compared OMol25 entry of this formula, charge and spin) = 53.7 kcal per mole
Energy = -25003.79533 eV



Computed, not measured: C25H40AuGeN3O8Se as an isolated structure in a non-equilibrium geometry, with ωB97M-V with the def2-TZVPD basis set.

Structure (XYZ):
```
79
Properties=species:S:1:pos:R:3:forces:R:3:mulliken_charge:R:1
Au 1.25183 -0.24060 0.73832 -0.038 0.080 0.138 0.931
C -1.32705 0.21340 4.12762 0.056 -0.005 -0.336 -1.733
C -0.80987 -0.94160 3.27363 -0.159 -0.197 0.634 1.895
C 0.53268 -1.42815 3.80248 -0.012 0.094 -0.258 -2.010
C -1.82460 -2.08066 3.24160 0.120 0.173 -0.179 -1.603
O -0.61260 -0.48668 1.91534 -0.525 0.663 -0.342 0.473
Ge -1.60826 0.82491 1.02625 1.490 -0.410 -0.643 -0.024
O 0.00036 1.55738 0.30575 -1.198 -0.715 0.414 0.048
C 0.57895 2.86213 0.53466 0.318 0.855 -0.128 1.297
C -0.54778 3.85957 0.78102 -0.040 -0.330 0.002 -1.810
C 1.33644 3.21909 -0.74730 -0.183 -0.233 0.194 -1.477
C 1.53931 2.83887 1.71969 -0.205 -0.290 -0.054 -1.505
O -2.12400 -0.23819 -0.28676 0.047 0.040 0.617 0.102
C -2.71658 0.04265 -1.55865 -0.279 -0.025 -0.745 1.610
C -4.21027 0.29278 -1.38223 0.193 0.041 0.245 -1.698
C -2.48455 -1.23112 -2.38012 0.038 0.194 0.233 -1.630
C -2.03293 1.23211 -2.22206 0.043 -0.093 0.332 -1.514
H -1.44376 -0.09284 5.16561 -0.022 0.003 0.012 0.469
H -2.30446 0.54030 3.75555 -0.021 0.032 0.118 0.485
H -0.63058 1.05365 4.08627 -0.008 0.015 0.045 0.321
H 0.40636 -1.84802 4.80070 -0.017 0.008 0.001 0.597
H 1.24644 -0.60331 3.84920 0.026 -0.006 0.039 0.365
H 0.94253 -2.18898 3.13714 0.010 -0.059 0.039 0.091
H -2.07173 -2.39747 4.25444 -0.017 -0.025 -0.007 0.433
H -1.41638 -2.92819 2.69032 -0.029 -0.021 0.008 0.248
H -2.73745 -1.74897 2.74173 -0.045 -0.059 0.050 0.363
H -1.24250 3.87027 -0.06121 0.007 0.040 0.002 0.363
H -0.14460 4.86159 0.91358 -0.027 0.023 0.013 0.473
H -1.09472 3.58368 1.69021 -0.008 0.121 0.025 0.433
H 0.64218 3.32375 -1.58146 0.026 0.001 -0.018 0.323
H 2.05695 2.43310 -0.97434 0.059 0.046 -0.033 0.237
H 1.86826 4.15865 -0.60268 0.019 0.006 -0.049 0.431
H 1.01749 2.52725 2.62947 0.038 0.016 0.022 0.154
H 1.95723 3.83106 1.88387 -0.030 0.021 0.002 0.521
H 2.36928 2.15504 1.53160 0.042 0.015 0.034 0.378
H -4.67844 -0.55112 -0.87530 -0.013 -0.005 -0.022 0.375
H -4.69084 0.43632 -2.34854 -0.009 0.017 -0.007 0.403
H -4.36538 1.19043 -0.77675 -0.072 0.013 -0.043 0.364
H -2.98020 -2.07585 -1.90146 0.003 -0.026 -0.039 0.367
H -1.41587 -1.43490 -2.44963 -0.007 -0.036 -0.028 0.309
H -2.89498 -1.09678 -3.38024 0.004 -0.033 -0.017 0.470
H -2.15169 2.11843 -1.58950 0.008 0.068 -0.118 0.269
H -2.47518 1.44001 -3.19456 -0.023 0.000 -0.008 0.578
H -0.96800 1.03359 -2.34454 0.005 0.047 -0.023 0.277
C 3.64467 -3.38271 5.74900 0.007 0.000 0.008 -1.733
C 3.85735 -4.04969 4.43686 0.033 0.034 -0.111 0.636
C 3.85205 -3.31446 3.23497 0.186 -0.126 0.359 -0.330
C 4.03919 -3.92544 2.02889 -0.019 0.006 0.087 0.676
C 4.24416 -5.33141 1.98185 -0.124 0.066 -0.059 0.115
N 4.41865 -5.97420 0.81677 0.181 -0.209 0.343 0.024
C 4.73835 -5.33176 -0.43595 0.111 0.204 -0.277 0.275
O 5.80533 -5.57265 -0.92894 -0.090 -0.074 0.061 -0.564
N 3.81859 -4.48110 -0.94529 0.075 -0.013 -0.219 -0.048
C 2.47673 -4.22574 -0.61822 -0.409 0.052 0.137 0.232
C 1.60824 -5.09226 0.03785 0.181 -0.080 -0.147 -0.269
C 0.31110 -4.67769 0.30691 -0.044 0.009 -0.045 -1.131
C -0.08903 -3.40903 -0.07853 0.254 -0.195 0.078 -0.353
N 0.74209 -2.58797 -0.71435 -0.403 0.334 -0.316 -0.307
C 1.96359 -2.98803 -1.00628 0.214 -0.126 0.079 -0.228
C 4.25595 -6.08412 3.19248 0.008 -0.104 0.240 -0.913
C 4.06707 -5.45182 4.38166 0.012 -0.152 -0.118 -0.751
H 3.61556 -2.30071 5.64886 0.000 0.006 0.014 0.352
H 4.43229 -3.65854 6.45308 0.016 0.012 -0.007 0.500
H 2.70417 -3.72355 6.19162 -0.016 0.005 -0.005 0.363
H 3.70905 -2.24140 3.25652 0.037 -0.177 0.129 0.480
H 4.05209 -3.32865 1.12503 0.172 -0.395 0.196 0.277
H 4.81962 -6.90509 0.87601 -0.093 -0.008 -0.076 0.324
H 4.25331 -3.78425 -1.54172 -0.040 -0.095 -0.042 0.271
H 1.91500 -6.09325 0.30204 0.025 -0.040 0.064 0.543
H -0.38482 -5.34865 0.79263 0.020 -0.002 0.011 0.478
H -1.08917 -3.03734 0.11163 0.017 0.026 0.044 0.597
H 2.59537 -2.28556 -1.53961 0.015 0.037 0.007 0.428
H 4.41479 -7.15504 3.15521 0.007 0.006 -0.029 0.420
H 4.08182 -6.02288 5.30096 -0.013 0.006 0.013 0.477
O 2.72413 -1.62884 1.48066 -0.484 0.574 -0.275 -0.697
Se 3.99270 -0.82280 0.68575 0.388 0.298 -0.242 1.420
O 4.85674 -1.89923 -0.12445 0.101 -0.399 -0.425 -0.684
O 3.02594 0.09860 -0.35223 -0.076 0.082 -0.098 -0.591
O 4.80830 0.07852 1.70441 0.184 0.376 0.500 -0.742
```
Forces are in eV/Å.

Summary:
E_LUMO (alpha / beta) = -0.088 / -0.219 Eh
<S²> = 3.78
Multiplicity = 4
Relative energy (zero: lowest compared OMol25 entry of this formula, charge and spin) = 6.1 kcal per mole
Energy = -172968.75785 eV
Charge = +1